# 1
Computed, not measured: a 2-piece molecular cluster, C3H7FN2O overall, with ωB97M-V with the def2-TZVPD basis set.

Geometry as ORCA input:
```
! wB97M-V def2-TZVPD RIJCOSX def2/J DEFGRID3
* xyz 0 1
O -1.299 0.548 -1.410
N -1.737 0.975 -0.141
C -1.643 0.229 0.843
F -0.991 -0.943 0.744
H -0.976 -0.387 -1.250
H -2.051 0.511 1.791
C 1.455 0.377 0.869
C 0.882 0.236 -0.248
N 0.618 -0.900 -0.998
H 1.881 -0.382 1.533
H 1.740 1.445 1.226
H 0.406 1.072 -0.649
H 0.489 -1.790 -0.554
H 1.227 -0.992 -1.757
*
```

Computed properties:
LUMO = 0.034 Eh
relative energy (zero: lowest compared OMol25 entry of this formula, charge and spin) = 88.9 kcal per mole
largest force on an atom = 6.347 eV Å⁻¹
structure (SMILES) = O/N=C\F.C=CN
HOMO = -9.2 eV
HOMO-LUMO gap = 10.13 eV

---

# 2
Computed, not measured: a 4-piece molecular cluster, C5H16NO4 overall, with ωB97M-V with the def2-TZVPD basis set.

Geometry as ORCA input:
```
! wB97M-V def2-TZVPD RIJCOSX def2/J DEFGRID3
* xyz 0 2
O 3.036 -0.103 -0.271
C 1.881 -0.231 0.248
C 0.834 0.827 0.002
C 0.435 1.590 1.256
C -0.122 0.837 2.423
C 0.488 0.665 3.580
N -0.371 0.084 -0.671
H 1.675 -0.981 1.024
H 1.151 1.539 -0.749
H -0.348 2.333 1.028
H 1.284 2.203 1.478
H -1.132 0.469 2.241
H 1.458 1.122 3.742
H 0.075 0.162 4.442
H -1.020 0.530 -1.337
H -1.002 -0.094 0.098
H -0.017 -0.823 -0.989
H -4.588 -1.741 0.669
H -3.356 -1.257 1.443
O -3.629 -1.699 0.642
H -1.943 1.118 -3.304
H -1.118 2.057 -4.167
O -1.056 1.360 -3.511
H 1.060 -1.946 -2.340
H 0.756 -3.272 -1.845
O 0.294 -2.488 -2.099
*
```

Computed properties:
LUMO (alpha / beta) = 0.003 / -0.001 Eh
relative energy (zero: lowest compared OMol25 entry of this formula, charge and spin) = 10.9 kcal per mole
largest force on an atom = 1.662 eV Å⁻¹
HOMO (alpha / beta) = -4.1 / -7.4 eV
HOMO-LUMO gap (alpha / beta) = 4.21 / 7.33 eV

---

> relative energy (zero: lowest compared OMol25 entry of this formula, charge and spin) of number 2 (C5H16NO4)?

10.9 kcal per mole